# 1
DFT (ωB97M-V/def2-TZVPD) results for a molecular structure, C14H22BrF2GaISi.

HOMO: -5.21 eV
Charge: -1
DFT total energy: -5832.518400 Eh
Gap between HOMO and LUMO: 7.97 eV
Maximum force: 0.0132 Eh/bohr
LUMO energy: 2.758 eV

XYZ file:
```
42
Properties=species:S:1:pos:R:3:nbo_charge:R:1
C -2.239 1.088 2.948 -0.6198
C -3.474 0.192 2.898 -0.4411
C -3.447 -0.943 1.843 -0.7504
I -5.117 -0.638 0.461 -0.0139
Ga -1.758 -1.101 0.699 1.0124
Br -2.151 -2.739 -1.075 -0.5636
C -0.167 -1.888 1.738 0.3240
F 0.262 -1.083 2.790 -0.4012
F -0.573 -3.059 2.372 -0.3911
C 1.047 -2.262 0.918 -0.4727
C 1.985 -1.081 0.584 -0.8753
Si 2.107 -0.526 -1.221 1.6274
C 1.404 -1.787 -2.429 -1.1251
C 3.934 -0.236 -1.668 -1.1013
C 1.152 1.095 -1.466 -0.3670
C 0.648 1.390 -2.743 -0.2242
C -0.071 2.560 -2.978 -0.2170
C -0.279 3.458 -1.929 -0.2182
C 0.227 3.190 -0.660 -0.2056
C 0.938 2.013 -0.430 -0.2173
H -1.401 0.585 3.420 0.2179
H -2.465 1.955 3.574 0.1921
H -1.958 1.465 1.971 0.2221
H -4.341 0.826 2.747 0.2021
H -3.598 -0.279 3.873 0.1924
H -3.685 -1.889 2.315 0.2084
H -1.458 0.261 -0.042 -0.3407
H 0.689 -2.805 0.048 0.2291
H 1.611 -2.979 1.521 0.2026
H 1.735 -0.225 1.205 0.2470
H 2.990 -1.371 0.886 0.2261
H 0.350 -1.604 -2.614 0.2668
H 1.937 -1.769 -3.380 0.2235
H 1.492 -2.797 -2.035 0.2418
H 4.546 -0.229 -0.770 0.2272
H 4.028 0.728 -2.161 0.2343
H 4.278 -1.014 -2.343 0.2276
H 0.794 0.684 -3.548 0.2052
H -0.475 2.775 -3.954 0.2037
H -0.851 4.360 -2.093 0.2019
H 0.057 3.867 0.164 0.2036
H 1.298 1.815 0.568 0.2063
```

***

# 2
DFT (ωB97M-V/def2-TZVPD) results for a molecular structure, C14H22ClNZr at a distorted geometry.

HOMO: -14.59 eV
Charge: +2
DFT total energy: -1108.178420 Eh
Relative energy (zero: lowest compared OMol25 entry of this formula, charge and spin): 0.000 eV
Gap between HOMO and LUMO: 6.30 eV
Maximum force: 0.0362 Eh/bohr
LUMO energy: -8.294 eV

XYZ file:
```
39
Properties=species:S:1:pos:R:3:nbo_charge:R:1
C 0.292 0.858 -7.193 0.6509
C 1.664 1.347 -6.982 -0.7692
C 0.041 -0.582 -7.337 -0.7696
C -0.837 1.783 -6.999 -0.7689
Cl 0.234 1.224 -2.457 -0.4108
H -0.003 -0.922 -8.382 0.3367
H -0.913 -0.866 -6.872 0.2740
H 0.824 -1.174 -6.843 0.2750
H 2.163 1.663 -7.910 0.3350
H 2.303 0.579 -6.521 0.2746
H 1.683 2.212 -6.303 0.2759
H -1.183 2.247 -7.935 0.3347
H -0.574 2.602 -6.314 0.2762
H -1.704 1.276 -6.551 0.2745
C 1.489 -1.140 1.016 -0.3727
C 0.843 -2.072 0.121 -0.3211
C 1.337 -1.830 -1.209 -0.3344
H 0.179 -2.887 0.407 0.2711
C 2.325 -0.794 -1.127 -0.2556
C 2.391 -0.343 0.233 -0.3144
H 3.104 0.377 0.631 0.2636
H 1.403 -1.109 2.106 0.2797
H 1.086 -2.395 -2.106 0.2686
H 2.985 -0.452 -1.928 0.2655
C -2.101 1.095 0.487 -0.3173
C -1.767 -0.113 1.188 -0.3757
C -1.891 -1.204 0.249 -0.3199
H -1.569 -0.190 2.257 0.2788
C -2.288 -0.660 -1.017 -0.3272
C -2.466 0.751 -0.856 -0.2502
H -2.876 1.451 -1.589 0.2679
H -2.185 2.077 0.942 0.2625
H -1.800 -2.265 0.482 0.2700
H -2.502 -1.224 -1.924 0.2681
Zr 0.011 0.118 -0.433 1.6994
N 0.719 2.159 0.386 -1.0631
H 1.646 2.335 -0.024 0.4208
H 0.800 2.290 1.397 0.4234
H 0.096 2.894 0.023 0.4231
```

***

# 3
DFT (ωB97M-V/def2-TZVPD) results for a molecular structure, C14H22F3NOS5SiTi at a distorted geometry.

HOMO: -0.31 eV
Charge: -2
DFT total energy: -4106.361954 Eh
Gap between HOMO and LUMO: 5.14 eV
Maximum force: 0.0430 Eh/bohr
LUMO energy: 4.828 eV

XYZ file:
```
48
Properties=species:S:1:pos:R:3:nbo_charge:R:1
Ti -0.494 0.486 -0.311 0.9313
F 5.584 -0.972 -0.487 -0.3397
C 4.658 -1.856 -0.925 0.9884
F 4.583 -1.720 -2.249 -0.3140
F 5.228 -3.085 -0.722 -0.3624
C 3.343 -1.742 -0.197 -0.2554
C 3.115 -2.605 0.836 -0.1236
C 1.927 -2.548 1.568 -0.3723
C 1.001 -1.622 1.154 0.1151
N 1.186 -0.759 0.142 -0.6097
C 2.402 -0.679 -0.520 0.0833
S 2.767 0.584 -1.534 -0.1960
H 3.864 -3.348 1.086 0.2073
H 1.721 -3.205 2.399 0.2050
H 0.045 -1.539 1.653 0.2334
S -0.399 -0.024 -2.760 -0.4358
S -0.956 1.900 -2.153 -0.3635
S -1.942 2.069 0.790 -0.3768
S -1.190 0.679 2.169 -0.5429
C 2.413 4.002 0.717 -0.4314
C 2.322 3.331 2.086 -0.4247
C 1.977 1.906 1.688 -0.0671
O 1.096 2.058 0.580 -0.5495
C 1.276 3.332 -0.050 -0.0653
H 3.373 3.764 0.252 0.2004
H 2.302 5.087 0.752 0.1944
H 1.499 3.753 2.668 0.2027
H 3.242 3.396 2.670 0.1923
H 1.435 1.340 2.445 0.2266
H 2.870 1.359 1.357 0.1747
H 0.328 3.869 0.044 0.1946
H 1.487 3.165 -1.105 0.2218
C -3.969 -0.426 -2.550 -1.1309
Si -3.631 -1.140 -0.852 1.7176
C -4.732 -0.252 0.381 -1.1276
C -4.300 -2.922 -0.911 -1.1079
C -1.876 -1.198 -0.320 -1.3614
H -5.023 -0.589 -2.806 0.1974
H -3.328 -0.883 -3.304 0.2443
H -3.750 0.644 -2.558 0.2546
H -5.781 -0.356 0.082 0.1984
H -4.463 0.803 0.440 0.2608
H -4.605 -0.670 1.383 0.2267
H -5.376 -2.932 -1.119 0.2011
H -4.130 -3.424 0.045 0.2140
H -3.797 -3.501 -1.689 0.2154
H -1.368 -1.927 -0.964 0.2351
H -1.932 -1.605 0.699 0.2211
```

***

# 4
DFT (ωB97M-V/def2-TZVPD) results for a molecular structure, C14H22FIN2O6S3 at a distorted geometry.

HOMO: -8.73 eV
DFT total energy: -2699.702402 Eh
Gap between HOMO and LUMO: 8.12 eV
Maximum force: 0.0430 Eh/bohr
LUMO energy: -0.612 eV

XYZ file:
```
49
Properties=species:S:1:pos:R:3:nbo_charge:R:1
C 3.286 -3.525 0.376 -0.6172
C 2.288 -2.384 0.711 -0.4338
C 0.810 -2.812 0.662 0.0024
C 0.468 -4.024 0.127 -0.2169
C -0.927 -4.413 0.133 0.1098
N -1.303 -5.604 -0.346 -0.5686
S -2.931 -5.596 -0.097 0.8907
N -3.157 -4.145 0.603 -0.5896
C -1.953 -3.551 0.683 0.0078
C -1.571 -2.271 1.213 0.4136
F -2.515 -1.464 1.717 -0.3070
C -0.251 -1.942 1.195 -0.2139
I 0.282 -0.034 1.986 0.1870
H 3.534 -3.590 -0.696 0.2157
H 2.954 -4.496 0.776 0.2114
H 4.227 -3.290 0.913 0.2176
H 2.444 -1.479 0.098 0.2350
H 2.483 -2.095 1.764 0.2212
H 1.180 -4.739 -0.288 0.2371
O 2.028 4.473 4.973 -0.9323
S 1.051 4.147 3.980 2.3857
O 1.318 3.176 2.963 -0.9425
O 0.546 5.494 3.287 -0.7209
C 1.530 6.384 2.734 -0.0780
C 2.048 5.893 1.396 -0.6404
C -0.465 3.729 4.776 -0.8877
H 2.346 6.538 3.442 0.1994
H 1.034 7.344 2.600 0.1952
H 2.630 4.978 1.511 0.2265
H 2.689 6.646 0.936 0.2172
H 1.221 5.668 0.721 0.2174
H -0.698 4.494 5.512 0.2519
H -0.327 2.766 5.263 0.2562
H -1.249 3.660 4.025 0.2546
O -0.707 -1.469 -2.199 -0.9420
S -1.672 -1.806 -3.202 2.3827
O -1.388 -2.780 -4.210 -0.9307
O -2.174 -0.462 -3.906 -0.7209
C -1.187 0.429 -4.450 -0.0774
C -0.650 -0.065 -5.779 -0.6402
C -3.196 -2.226 -2.423 -0.8870
H -0.380 0.588 -3.731 0.1989
H -1.684 1.387 -4.593 0.1943
H -0.068 -0.978 -5.654 0.2266
H -0.006 0.689 -6.234 0.2159
H -1.468 -0.294 -6.464 0.2173
H -3.441 -1.459 -1.692 0.2541
H -3.061 -3.187 -1.929 0.2490
H -3.969 -2.301 -3.183 0.2546
```

***

# 5
DFT (ωB97M-V/def2-TZVPD) results for 2 unconnected molecules or ions with the total composition C14H22FNO at a distorted geometry.

HOMO: -5.31 eV
DFT total energy: -775.915825 Eh
Relative energy (zero: lowest compared OMol25 entry of this formula, charge and spin): 16.239 eV
Gap between HOMO and LUMO: 3.93 eV
Maximum force: 0.0980 Eh/bohr
LUMO energy: -1.380 eV

XYZ file:
```
39
Properties=species:S:1:pos:R:3:nbo_charge:R:1
O 2.247 2.491 -0.302 -0.7348
C 2.965 1.885 0.835 -0.0785
C 2.298 0.437 1.336 -0.4383
C 1.829 -0.425 0.022 -0.0688
N 3.184 -0.982 -0.465 -0.5492
C 2.966 -2.040 -1.567 -0.2606
C 1.573 -2.731 -1.031 -0.4518
C 0.945 -1.796 0.203 -0.2306
C -0.664 -1.769 -0.249 -0.4035
C -1.600 -1.229 0.984 -0.4574
C -2.487 0.109 0.651 -0.0670
C -1.940 1.628 1.069 -0.3023
C -2.937 2.929 0.734 -0.2490
C -4.409 2.727 0.041 -0.1583
C -4.973 1.240 -0.411 -0.0901
C -3.971 -0.056 -0.075 -0.2813
H 2.858 3.078 -0.839 0.4885
H 2.926 2.633 1.748 0.2079
H 4.092 1.722 0.547 0.1532
H 1.468 0.577 2.153 0.2708
H 3.190 -0.157 1.841 0.2030
H 1.322 0.120 -0.884 0.2852
H 3.785 -0.207 -0.823 0.4413
H 3.698 -1.557 0.246 0.4321
H 3.801 -2.858 -1.641 0.2514
H 2.711 -1.399 -2.534 0.2419
H 1.526 -3.889 -0.864 0.2536
H 0.838 -2.508 -1.945 0.2383
H 1.171 -2.426 1.181 0.2313
H -0.951 -2.916 -0.412 0.2185
H -0.834 -1.235 -1.277 0.2510
H -2.376 -2.091 1.262 0.2316
H -0.925 -0.976 1.928 0.2059
H -0.888 1.745 1.593 0.1922
H -2.549 4.000 1.046 0.2177
H -5.094 3.687 -0.143 0.2421
H -6.017 1.056 -0.941 0.2596
H -4.361 -1.126 -0.355 0.2080
F -4.417 2.306 -2.663 -0.9037
```